Density functional theory data (the ωB97M-V functional and the def2-TZVPD basis) for a single C13H11NO2S4 molecule in a non-equilibrium geometry.

Geometry as ORCA input:
```
! RIJCOSX wB97M-V def2-TZVPD def2/J DEFGRID3
* xyz 0 1
C -4.01481 -0.07444 0.54156
C -2.57867 -0.01987 -0.20162
C -2.46866 -1.13605 -1.26004
S -2.35972 1.61839 -1.00190
C -0.63368 1.51534 -1.22023
S 0.14130 0.85770 -2.61802
C 1.75196 0.89067 -1.90164
C 2.75181 0.22139 -2.60012
O 3.84213 0.68343 -2.61376
O 2.46860 -1.00354 -3.21217
C 1.73864 1.44017 -0.57262
S 3.06130 1.20416 0.56135
C 2.39539 -0.00890 1.62671
C 1.69888 -1.24640 1.33758
C 1.36349 -1.97979 2.47031
S 1.82066 -0.98066 3.88067
C 2.63512 0.17303 2.92670
C 0.33618 1.83675 -0.28174
C 0.00342 2.47356 1.01430
N -0.33047 2.94929 2.04663
H -4.14516 0.78272 1.17585
H -4.26278 -0.95561 1.09282
H -4.81584 -0.23773 -0.13265
H -1.81243 -0.05110 0.64660
H -1.52847 -1.06832 -1.72964
H -3.11984 -0.93837 -2.08209
H -2.70118 -2.14326 -0.84142
H 3.34399 -1.36002 -3.40076
H 1.38172 -1.53695 0.37261
H 0.81949 -2.88040 2.68853
H 3.21762 0.97481 3.28820
*
```

Calculated values
HOMO level	-0.317	Ha
Kohn-Sham gap	0.29025	Eh


Density functional theory data (the ωB97M-V functional and the def2-TZVPD basis) for a single HIP2S molecule in a non-equilibrium geometry.

Geometry as ORCA input:
```
! RIJCOSX wB97M-V def2-TZVPD def2/J DEFGRID3
* xyz 0 1
I -3.58050 -1.88843 -2.93901
P -1.26483 -2.06572 -2.03700
S -1.53595 -2.12559 0.07639
P -0.56305 -0.32314 -0.38724
H 0.89209 -0.06559 0.03337
*
```

Calculated values
HOMO level	-0.327	Ha
Kohn-Sham gap	0.28073	Eh
ΔE to the lowest compared entry with this formula, charge and spin	25.8	kcal/mol


Density functional theory data (the ωB97M-V functional and the def2-TZVPD basis) for 2 unconnected molecules or ions with the total composition CH3N5O in a non-equilibrium geometry.

Geometry as ORCA input:
```
! RIJCOSX wB97M-V def2-TZVPD def2/J DEFGRID3
* xyz 0 1
C -0.39280 0.05044 -0.17421
H -3.45317 0.04255 0.70789
H 2.82881 -0.43436 -0.16767
H 0.59489 -1.40679 0.47659
N -1.51948 -0.33776 -0.01300
N 0.33194 1.39425 -0.14932
N 1.60993 1.12690 -0.07143
N 1.74243 -0.15861 0.05613
N 0.74402 -0.84401 -0.41619
O -2.48656 0.56740 -0.24879
*
```

Calculated values
HOMO level	-0.318	Ha
Kohn-Sham gap	0.29905	Eh
ΔE to the lowest compared entry with this formula, charge and spin	151.1	kcal/mol


Density functional theory data (the ωB97M-V functional and the def2-TZVPD basis) for 2 unconnected molecules or ions with the total composition C4H12 in a non-equilibrium geometry.

Geometry as ORCA input:
```
! RIJCOSX wB97M-V def2-TZVPD def2/J DEFGRID3
* xyz 0 1
C -1.06906 -1.72523 0.96587
C -0.95030 -0.63012 2.01255
H -0.28779 -2.45133 1.12804
H -1.91260 -2.40257 0.83720
H -0.82676 -1.30577 -0.00825
H 0.05422 -0.58942 2.41821
H -1.59526 -0.72728 2.88982
H -1.11954 0.37068 1.60912
C 0.30925 0.86710 -1.49722
C 1.72230 1.47139 -1.47471
H 0.00752 0.60028 -0.48671
H -0.35548 1.63606 -1.88400
H 0.31510 -0.03041 -2.10849
H 2.07709 1.62672 -2.49983
H 2.50974 0.89581 -0.99550
H 1.66604 2.46468 -1.02547
*
```

Calculated values
HOMO level	-0.427	Ha
Kohn-Sham gap	0.46861	Eh
ΔE to the lowest compared entry with this formula, charge and spin	8.0	kcal/mol


Density functional theory data (the ωB97M-V functional and the def2-TZVPD basis) for a gas-phase ion, C7H7N2O4 (charge -1) in a non-equilibrium geometry.

Geometry as ORCA input:
```
! RIJCOSX wB97M-V def2-TZVPD def2/J DEFGRID3
* xyz -1 1
C -0.91936 2.29135 -0.01660
C -1.03065 0.84343 -0.51252
C -2.23190 0.27636 -0.01356
N -3.25824 0.01203 0.47843
O -4.32671 -0.42677 0.85737
C -0.02267 0.02075 -0.90100
C -0.10256 -1.39848 -1.13067
N 0.47886 -2.32822 -0.53956
C 1.32928 -2.00831 0.51126
O 1.30349 -0.73803 0.97816
C 2.42768 0.16642 0.68161
O 3.33380 -0.31861 0.03274
O 2.21622 1.29361 1.18509
H 0.06458 2.49371 0.37593
H -1.67813 2.65177 0.58153
H -0.85247 2.91189 -0.83712
H 0.83020 0.64282 -1.08222
H -0.87425 -1.54983 -1.98026
H 2.29946 -2.18234 0.05014
H 1.01339 -2.65355 1.28123
*
```

Calculated values
HOMO level	-0.194	Ha
Kohn-Sham gap	0.31900	Eh
ΔE to the lowest compared entry with this formula, charge and spin	82.6	kcal/mol


Density functional theory data (the ωB97M-V functional and the def2-TZVPD basis) for a single C5H9NO molecule in a non-equilibrium geometry.

Geometry as ORCA input:
```
! RIJCOSX wB97M-V def2-TZVPD def2/J DEFGRID3
* xyz 0 1
C 1.45025 -0.21420 -1.52465
C 0.34678 0.27606 -0.58180
C 0.81439 1.39683 0.25280
N 1.14230 2.26185 0.94948
C -0.19867 -0.84643 0.31560
C -1.40625 -0.41027 1.19248
O -2.02787 0.79101 0.77361
H 1.06659 -1.04336 -2.12804
H 2.32102 -0.57089 -0.96537
H 1.77615 0.57955 -2.20353
H -0.49227 0.66320 -1.16880
H -0.49102 -1.66752 -0.34850
H 0.61977 -1.22922 0.94175
H -1.08693 -0.32649 2.23713
H -2.18669 -1.17587 1.14614
H -1.50130 1.52772 1.11442
*
```

Calculated values
HOMO level	-0.392	Ha
Kohn-Sham gap	0.42278	Eh
ΔE to the lowest compared entry with this formula, charge and spin	26.6	kcal/mol


Density functional theory data (the ωB97M-V functional and the def2-TZVPD basis) for 9 unconnected molecules or ions with the total composition C19H55IN3O9 in a non-equilibrium geometry.

Geometry as ORCA input:
```
! RIJCOSX wB97M-V def2-TZVPD def2/J DEFGRID3
* xyz 1 1
N -0.31274 -3.69143 2.26010
C 0.11223 -4.49339 1.22283
N -0.62286 -4.56472 0.13216
I -1.06404 -6.45779 -0.58976
N 1.29337 -5.22586 1.23199
C 2.47707 -4.34728 1.43290
C 3.41564 -5.00768 2.41686
O 4.40945 -5.56301 2.07263
H -0.73427 -4.11628 3.06522
H -0.25527 -2.68478 2.13099
H -1.46490 -4.00349 0.23550
H 1.28404 -5.93511 1.96142
H 3.02560 -4.22736 0.50838
H 2.21364 -3.36060 1.80501
H 3.10178 -4.96202 3.47261
C -2.59209 1.04977 2.66711
C -2.06183 -0.18639 3.35680
O -1.13636 -0.86575 2.48851
H -3.07670 0.78081 1.72854
H -3.30854 1.58074 3.29637
H -1.76907 1.72567 2.42300
H -2.86639 -0.88612 3.57785
H -1.56206 0.06688 4.29551
H -0.42612 -0.24317 2.30068
C -1.42774 -1.05796 -2.70640
C -0.08465 -1.14336 -2.01720
O -0.20401 -1.66690 -0.68113
H -2.10523 -0.42764 -2.12786
H -1.32689 -0.64806 -3.70540
H -1.88672 -2.04855 -2.78875
H 0.36423 -0.15799 -1.91956
H 0.60299 -1.77541 -2.58751
H -0.59272 -2.54154 -0.73881
C -6.82285 0.33198 4.81546
C -5.56720 0.73730 5.56500
O -5.10934 2.03214 5.18137
H -6.64367 0.34421 3.73982
H -7.14899 -0.66747 5.10577
H -7.63633 1.03057 5.02026
H -4.75144 0.04840 5.34619
H -5.74582 0.71981 6.64463
H -5.80922 2.66133 5.37920
C 6.97553 -3.96353 3.48686
C 6.94830 -3.61828 4.96405
O 5.79309 -2.85076 5.31170
H 6.96234 -3.05153 2.88805
H 7.86951 -4.53420 3.23416
H 6.09948 -4.55373 3.20419
H 7.80976 -3.01126 5.23314
H 6.97198 -4.52834 5.57194
H 5.02136 -3.38266 5.10314
C -0.31498 2.72287 -2.00713
C 0.57336 2.29005 -3.15824
O -0.19416 1.89589 -4.29536
H -0.99210 1.91406 -1.72787
H 0.27296 3.00173 -1.13319
H -0.92982 3.57765 -2.28942
H 1.17604 1.42625 -2.87665
H 1.25216 3.10032 -3.44063
H -0.72288 2.65281 -4.56418
C 1.57149 -2.22079 -6.20121
C 0.31100 -2.82331 -5.61017
O -0.77340 -1.89738 -5.60574
H 1.86281 -1.32955 -5.64484
H 2.39648 -2.93387 -6.17941
H 1.40487 -1.92063 -7.23735
H 0.47476 -3.10650 -4.57007
H 0.02048 -3.72147 -6.16541
H -0.94444 -1.64541 -6.51838
C -3.41870 6.01405 -0.16613
C -3.33676 4.52101 -0.42081
O -2.13819 3.95472 0.10896
H -2.55880 6.52041 -0.60443
H -4.32895 6.43598 -0.59314
H -3.41308 6.22337 0.90605
H -3.32453 4.31539 -1.49018
H -4.20355 4.01289 0.01549
H -2.13495 4.12112 1.05624
C 3.62382 6.72229 -4.14737
C 2.58552 5.82780 -3.49658
O 1.27103 6.10911 -3.97519
H 3.39107 7.76988 -3.95820
H 4.62272 6.51018 -3.76440
H 3.63280 6.57817 -5.23002
H 2.56470 5.98424 -2.41951
H 2.81740 4.77358 -3.68513
H 1.26848 5.96485 -4.92593
*
```

Calculated values
HOMO level	-0.429	Ha
Kohn-Sham gap	0.22128	Eh


Density functional theory data (the ωB97M-V functional and the def2-TZVPD basis) for 10 unconnected molecules or ions with the total composition C23H52BF5N10O25PS3 in a non-equilibrium geometry.

Geometry as ORCA input:
```
! RIJCOSX wB97M-V def2-TZVPD def2/J DEFGRID3
* xyz -1 1
C -3.77592 -3.21162 1.57456
C -4.89221 -2.19339 1.71534
C -5.28960 -1.62928 0.36162
C -4.36474 -0.49716 0.00150
O -4.52905 -0.16048 -1.36533
C -3.37040 0.19747 -2.02741
S -3.91859 0.68367 -3.74931
O -2.70208 1.26364 -1.56139
B -1.39886 0.89524 -0.86721
C -0.04564 1.51878 -1.54773
C 1.17100 0.58563 -1.51082
C 1.52953 0.10641 -0.12158
C 2.72352 -0.82150 -0.05496
F 2.83760 -1.64018 -1.14050
F 2.61070 -1.65806 1.04311
C 4.09411 -0.08992 0.12406
F 4.45639 0.02353 1.47586
F 5.11803 -0.78707 -0.52392
F 4.07535 1.19039 -0.41005
C -1.55455 1.27955 0.71498
S -1.63023 3.08892 0.97088
C 0.05296 3.48255 1.48609
C 0.67381 4.61748 0.67107
O -1.39162 -0.62301 -1.09827
C -2.28214 -0.96218 -2.04082
O -2.91779 -2.23977 -1.77403
N -2.12473 -3.11607 -1.01574
O -2.53984 -4.21036 -1.06016
P -1.46037 -1.34190 -3.70167
O -2.61588 -1.91711 -4.64814
O -0.89269 -0.02252 -4.36522
S -0.05890 -2.68694 -3.55065
H -3.22699 -3.31145 2.50281
H -3.06358 -2.86630 0.83013
H -4.12330 -4.19871 1.30306
H -4.53052 -1.38092 2.34032
H -5.74476 -2.63284 2.21900
H -5.20843 -2.38908 -0.40600
H -6.30335 -1.24799 0.42047
H -3.34279 -0.79901 0.21022
H -4.56817 0.36612 0.62808
H -4.54194 -0.43678 -4.10809
H 0.25628 2.44829 -1.07453
H -0.20555 1.76150 -2.59424
H 2.02717 1.14150 -1.89523
H 1.04332 -0.25988 -2.17183
H 1.72752 0.94814 0.53365
H 0.72416 -0.45213 0.33776
H -0.76644 0.91495 1.36482
H -2.48096 0.92364 1.14807
H 0.66178 2.59696 1.37976
H 0.05203 3.75728 2.53409
H 0.45947 5.57750 1.11554
H 0.26302 4.60374 -0.33071
H 1.74647 4.48199 0.60508
H -2.30312 -2.78530 -4.91598
H -1.58312 0.40514 -4.89293
C 0.09158 5.69929 5.39525
N 0.19535 6.18770 3.99497
O -0.80645 6.56822 3.43940
O 1.29714 6.16490 3.49630
H -0.94081 5.75969 5.70413
H 0.44505 4.67379 5.40835
H 0.73029 6.33916 5.99708
C -4.73437 4.16509 5.02176
N -3.39411 3.53517 4.88528
O -3.30713 2.34403 5.05985
O -2.48179 4.27239 4.59411
H -5.44862 3.39245 5.27585
H -4.66119 4.91542 5.80216
H -4.96788 4.62799 4.06851
C 4.45194 7.65904 4.18986
N 3.94605 7.97524 5.55672
O 2.76854 7.80061 5.75827
O 4.74205 8.38345 6.37117
H 3.62036 7.30748 3.59022
H 4.87899 8.57035 3.78500
H 5.21564 6.89623 4.29877
C 4.08092 6.35541 -1.50303
N 3.76877 6.86143 -0.13899
O 4.69860 7.13046 0.59676
O 2.60453 6.95138 0.14668
H 5.15675 6.31789 -1.61639
H 3.63402 5.36955 -1.58853
H 3.62633 7.03955 -2.21162
C 6.28154 -3.61599 -1.58551
N 7.44200 -4.33571 -2.17406
O 8.18716 -3.73169 -2.90845
O 7.57041 -5.50313 -1.86965
H 6.29121 -2.59266 -1.93616
H 5.38281 -4.13282 -1.90227
H 6.38258 -3.66352 -0.50766
C -4.31998 -6.63513 -1.82065
N -5.02459 -7.79254 -1.20321
O -5.29825 -7.73163 -0.02732
O -5.27801 -8.73269 -1.92397
H -4.16763 -5.87771 -1.06837
H -3.37574 -7.00118 -2.21059
H -4.94815 -6.26888 -2.62604
C 5.32612 -6.82210 1.32564
N 4.23259 -6.32595 0.44764
O 4.23396 -5.15520 0.15230
O 3.41496 -7.14027 0.08571
H 5.97481 -5.98935 1.56406
H 4.86229 -7.23444 2.21573
H 5.85472 -7.59290 0.77485
C -0.37264 -5.65239 0.40039
N -0.95637 -5.40067 1.74522
O -2.09585 -5.74957 1.94306
O -0.25137 -4.84202 2.55469
H -1.12277 -6.14569 -0.20459
H -0.09470 -4.68988 -0.01941
H 0.50374 -6.27525 0.53855
C -0.85720 -1.06859 -7.80401
N -0.97649 0.40942 -7.68799
O -0.12294 1.09334 -8.19824
O -1.92900 0.82452 -7.06752
H 0.03561 -1.29407 -8.37276
H -0.79787 -1.46257 -6.79310
H -1.75289 -1.42558 -8.30173
*
```

Calculated values
HOMO level	-0.188	Ha
Kohn-Sham gap	0.24834	Eh